C28H84N7O11PPt | ωB97M-V/def2-TZVPD

Each line ends with the Mulliken spin population.
CARTESIAN COORDINATES (ANGSTROEM)
H (0.01181, 1.91802, -6.82317)  0.00
H (-5.65140, -0.62813, -1.78267)  0.00
C (3.07938, -1.76055, 3.86309)  0.00
H (-5.60535, -0.82537, 5.75053)  0.00
H (-0.63622, -1.01230, 3.98260)  0.00
H (-2.39443, -2.17712, 4.76313)  0.00
C (0.73048, -0.48455, -5.23694)  0.00
H (-1.69692, -2.89310, -1.92446)  0.00
C (0.12321, 0.89750, -4.87935)  0.00
H (-0.19624, 1.00731, 5.55674)  0.00
C (3.72969, 2.35169, -4.50214)  0.00
H (4.71902, 2.78768, -4.64085)  0.00
H (-4.56238, 4.54217, 2.18851)  0.00
H (6.78368, -0.55652, -2.54653)  0.00
H (-2.68001, 0.87016, -2.48245)  0.00
C (-1.10511, 0.41762, 5.67647)  0.00
H (-0.89821, 0.83583, -4.50387)  0.00
H (-1.15069, 0.39124, 2.27584)  0.02
H (3.42990, 2.12477, -5.52524)  0.00
H (-3.18125, 3.51100, 2.47325)  0.00
N (0.65719, 1.33614, -3.52244)  0.00
H (2.77154, -0.02363, -1.14301)  -0.01
H (-2.55569, -4.15233, 0.48982)  0.00
C (-1.38082, -0.29584, 4.32955)  0.00
H (5.55340, -0.56805, -3.68501)  0.00
H (0.56038, 0.66827, -2.77099)  -0.01
H (-2.83795, 6.65943, 0.41746)  0.00
H (1.62295, -3.02446, -4.77534)  0.00
Pt (1.41856, 2.12438, 1.17258)  1.37
H (-0.83074, -3.61178, -3.21249)  0.00
H (3.22275, -2.54816, -4.07361)  0.00
O (1.48435, 0.96221, -0.55352)  0.26
C (0.38629, 2.00891, -5.80356)  0.00
O (-3.56342, -0.57033, 5.19875)  0.00
H (3.02851, -1.79757, 1.72669)  0.00
H (-4.53203, 6.12739, -0.16624)  0.00
H (-3.27091, 0.33726, -0.98544)  0.00
C (-3.32107, 4.49030, 0.31519)  0.00
N (-2.91310, 0.08240, -1.89491)  0.00
H (-0.90380, 1.49146, 3.31359)  0.00
C (-0.50479, -3.29294, 1.34660)  0.01
H (-0.33208, -4.56033, 3.14140)  0.00
C (-1.76413, -3.09305, -2.99385)  0.00
O (-3.07307, 6.19254, -1.54318)  0.00
H (2.88822, -5.87633, 2.50288)  0.00
H (-1.94670, 1.06549, 5.92160)  0.00
C (3.11270, 1.58021, 5.48970)  0.00
H (3.60208, -1.41454, -0.71877)  0.00
H (-3.00201, -1.53997, 3.37205)  0.00
H (-3.26747, 7.36635, -3.25445)  0.00
C (-3.39454, 7.45631, -2.17563)  0.00
C (2.68259, -0.75231, 5.03313)  0.00
N (2.90460, -1.12137, 2.46662)  -0.01
H (2.01099, -0.66668, 2.34486)  0.02
H (3.31070, -1.14095, 5.83472)  0.00
H (3.18243, 2.34694, 4.71811)  0.00
H (5.19796, 0.32289, -0.80350)  0.00
H (-3.35248, -0.64898, -4.70697)  0.00
H (5.56633, -1.82846, -2.52177)  0.00
H (5.49730, 1.95352, -2.62840)  0.00
H (2.97910, -0.96011, -2.21486)  0.00
H (2.04884, -5.29019, 3.92057)  0.00
O (-0.52013, -0.64802, -0.82051)  0.03
H (-3.84309, -2.32473, -4.23191)  0.00
H (1.63684, -0.96788, 5.25226)  0.00
H (1.63414, 1.46988, -3.74102)  0.00
N (-1.52782, 0.71314, 3.15576)  -0.01
C (2.38471, -2.24821, -4.70275)  0.00
H (-0.36736, -2.36212, 1.89686)  -0.01
H (-4.97935, -1.63629, 4.32050)  0.00
C (-2.01316, -3.33237, 0.96039)  0.00
H (1.34171, -3.20548, 0.41168)  0.00
H (3.11359, 3.13186, -4.05508)  0.00
H (2.31401, 1.84235, 6.18358)  0.00
H (-3.00317, 5.18676, 2.46994)  0.00
H (4.08163, 1.50189, 5.98281)  0.00
C (-3.45217, 5.97922, -0.17258)  0.00
H (-0.10860, 2.89507, -5.40619)  0.00
H (2.26763, -2.48498, 3.92916)  0.00
H (-3.91443, -1.75154, -1.86043)  0.00
H (-2.03820, -0.29255, -1.55719)  -0.01
O (1.78480, -0.94520, -4.34363)  0.00
H (-0.05694, -1.22014, -5.40123)  0.00
H (1.15976, -0.40784, -6.23591)  0.00
H (-4.42490, 7.81039, -2.14262)  0.00
N (3.50052, -0.67437, -1.39842)  0.00
C (-4.72667, -1.31534, 5.33107)  0.00
C (-2.63600, -1.20149, 4.34137)  0.00
H (2.70110, -2.21621, -5.74533)  0.00
H (0.29501, -3.75672, -0.63660)  0.00
H (-2.67212, -3.24192, 1.82392)  0.00
C (-3.27959, -1.43396, -3.95425)  0.00
N (0.39289, -3.06678, 0.09449)  0.00
H (-3.93339, 3.80168, -0.26702)  0.00
H (-2.77725, 8.27939, -1.81566)  0.00
H (-0.71674, -5.48276, 1.76204)  0.00
H (4.57824, -3.04583, 4.82044)  0.00
H (-1.56230, 4.44162, -0.88515)  0.00
H (-1.60329, 3.21126, 0.12776)  0.00
H (-2.45314, -3.92932, -3.11228)  0.00
H (-5.67722, -0.58538, -3.63794)  0.00
H (-4.45550, -2.18621, 5.92786)  0.00
N (-1.83554, 4.19146, 0.05446)  0.00
P (0.16274, 0.39280, 0.02167)  -0.04
O (2.85344, 0.54973, 4.52608)  0.00
H (0.32905, -2.08087, -0.11528)  -0.01
C (4.44783, -2.43798, 3.92511)  0.00
H (5.28134, -1.73606, 3.89931)  0.00
O (3.73894, 1.17062, -3.67934)  0.00
O (-1.98699, -1.89670, -3.80212)  0.00
O (-0.58235, 1.72980, 0.37382)  0.20
H (-2.46873, 0.97332, 2.89675)  0.00
H (-5.13768, 0.76334, -2.81894)  0.00
H (1.28345, -6.62688, 2.91856)  0.00
C (-3.51502, 4.39273, 1.92621)  0.00
H (3.53625, -0.33499, 2.41445)  0.00
H (-0.90605, -0.29208, 6.47946)  0.00
O (1.31870, -4.85431, 1.92647)  0.00
H (-1.22336, 4.69450, 0.68080)  0.00
C (-5.16914, -0.32081, -2.71061)  0.00
H (-2.36587, -2.45232, 0.42261)  0.00
C (-3.75978, -0.94982, -2.58252)  0.00
C (5.71432, -0.75331, -2.62299)  0.00
H (0.29190, 2.14760, -3.04474)  0.00
C (4.52633, 1.48901, -2.45649)  0.00
C (4.83393, 0.10329, -1.80717)  0.00
C (1.89802, -5.72678, 2.93328)  0.00
O (0.68388, -0.03279, 1.41627)  0.18
H (1.44848, 2.23450, -5.89826)  0.00
H (3.92617, 2.03925, -1.73183)  0.00
C (-0.12553, -4.62139, 2.07289)  0.00
H (4.56556, -3.16728, 3.12363)  0.00

## Properties
Net charge: +6
E, Ha: -2786.0949
Energy above the lowest of the compared OMol25 structures with the same formula, charge and spin, kJ/mol: 454.4
Multiplicity: 3
<S²>: 2.01
Frontier orbital gap (spin up / spin down), Ha: 0.165 / 0.138



C5H9N | ωB97M-V/def2-TZVPD

Each line ends with the natural charge from an NBO analysis.
CARTESIAN COORDINATES (ANGSTROEM)
H (1.43312, -0.78781, 2.43563)  0.22
H (0.07083, 0.23797, 2.92804)  0.22
H (-1.53207, 1.70049, -2.16485)  0.20
C (0.46249, -0.14862, 0.02457)  -0.24
C (-0.18004, -0.67101, 1.05597)  -0.15
H (0.47099, 0.49156, -3.14644)  0.37
N (0.53996, -0.16906, -2.38407)  -0.80
C (-1.22074, 1.07268, -1.34760)  -0.50
H (1.51822, 0.11940, 0.04601)  0.19
C (-0.10596, 0.35323, -1.24128)  0.16
H (-1.26153, -0.64866, 0.90235)  0.20
H (-0.13079, -1.45353, 3.08559)  0.22
C (0.35320, -0.70772, 2.45411)  -0.64
H (1.45600, -0.53061, -2.16348)  0.37
H (-1.87366, 1.14167, -0.48456)  0.20

## Properties
E, Ha: -250.6108
Energy above the lowest of the compared OMol25 structures with the same formula, charge and spin, kJ/mol: 147.5
Multiplicity: 1
SMILES: C=C(N)/C=C/C
Frontier orbital gap, Ha: 0.338



C6H10 | ωB97M-V/def2-TZVPD

Each line ends with the natural charge from an NBO analysis.
CARTESIAN COORDINATES (ANGSTROEM)
H (1.13659, 2.09226, -1.89296)  0.24
H (-0.38124, 2.93293, -1.62008)  0.21
H (-0.41111, 1.61514, 0.36515)  0.19
H (1.32451, -1.49558, 0.89680)  0.21
C (-0.60011, -1.33004, 1.84246)  -0.60
H (-1.43574, -0.62928, 1.94573)  0.20
H (-0.22518, -1.54729, 2.84994)  0.21
H (0.98333, 0.08887, 1.55129)  0.20
C (0.20969, -0.23126, -0.40056)  -0.24
H (-0.30264, 1.47998, -2.68176)  0.27
H (0.04518, -2.03738, -1.34953)  0.10
C (0.53114, -0.74455, 0.99793)  -0.43
C (-0.10191, 1.09084, -0.54407)  0.06
H (-0.98886, -2.26166, 1.41959)  0.21
C (0.05533, 1.94140, -1.76165)  -0.69
C (0.16103, -0.96439, -1.61829)  -0.15

## Properties
E, Ha: -234.4541
Energy above the lowest of the compared OMol25 structures with the same formula, charge and spin, kJ/mol: 389.6
Multiplicity: 1
Frontier orbital gap (spin up / spin down), Ha: 0.277 / 0.277



C14H17N | ωB97M-V/def2-TZVPD

Each line ends with the natural charge from an NBO analysis.
CARTESIAN COORDINATES (ANGSTROEM)
H (-1.78365, -0.92647, 0.97222)  0.21
H (-3.01242, -2.04346, 0.27187)  0.20
H (1.17499, 3.69753, -0.23651)  0.22
C (-1.88938, -0.10712, -1.64911)  -0.43
C (-0.48462, 0.00479, -1.05890)  0.25
H (4.31886, -2.90709, -0.00521)  0.22
H (1.89646, -2.96370, -1.01682)  0.24
C (-3.96039, -0.65271, 1.59825)  -0.61
H (-2.12386, 0.62363, -2.38258)  0.22
C (4.19619, -0.76065, 0.63218)  -0.23
C (3.66568, -1.97367, 0.06780)  -0.21
C (-2.91350, 0.01546, -0.49921)  -0.37
H (-4.18886, -1.45348, 2.41409)  0.21
H (-2.76434, 0.93930, 0.03736)  0.19
C (1.21591, 1.46921, -0.16617)  0.09
H (-3.90525, -0.01496, -0.96957)  0.20
C (2.07386, 0.29735, -0.03055)  -0.11
C (-0.02681, 1.28907, -0.68360)  -0.29
H (1.89936, 3.04618, 1.25948)  0.23
C (1.77238, 2.87652, 0.18978)  -0.65
C (-2.85484, -1.01192, 0.62248)  -0.41
N (0.31028, -1.03875, -1.03970)  -0.43
H (-3.74379, 0.29417, 2.09835)  0.20
H (-2.14028, -1.09946, -2.17655)  0.22
H (2.78815, 2.97091, -0.26513)  0.22
H (-0.69618, 2.14049, -0.81720)  0.21
C (1.54861, -0.91857, -0.53885)  0.15
H (-4.94283, -0.47462, 1.06071)  0.20
C (3.35879, 0.33559, 0.58372)  -0.19
H (3.62059, 1.20106, 1.18126)  0.21
C (2.36520, -2.07437, -0.47376)  -0.20
H (5.22566, -0.78026, 1.01988)  0.23

## Properties
E, Ha: -598.4155
Energy above the lowest of the compared OMol25 structures with the same formula, charge and spin, kJ/mol: 98.7
Multiplicity: 1
SMILES: CCCCc1cc(C)c2ccccc2n1
Frontier orbital gap, Ha: 0.328



C5H8Cl3O | ωB97M-V/def2-TZVPD

Each line ends with the natural charge from an NBO analysis.
CARTESIAN COORDINATES (ANGSTROEM)
C (0.06559, 1.17158, -0.23515)  -0.09
O (-0.71405, -0.04357, -0.61509)  -0.41
H (2.21942, 0.78659, -0.84674)  0.24
Cl (-2.88763, -1.45732, -0.75880)  0.14
H (1.03383, -0.72181, 1.65507)  0.23
H (-0.25160, 1.66452, 0.58578)  0.22
Cl (-1.96701, -0.20373, 1.69466)  0.07
H (1.81965, 1.36155, 0.85669)  0.25
H (2.23891, -1.27601, 0.48404)  0.26
H (0.86824, -1.30485, -1.31490)  0.25
C (1.31759, -0.75702, 0.54378)  -0.44
C (0.26530, -1.27247, -0.41274)  -0.07
C (-2.15523, -0.01981, -0.07290)  0.10
C (1.49592, 0.75730, 0.03363)  -0.44
H (-0.37227, -2.00923, 0.10922)  0.27
Cl (-2.84771, 1.53765, -0.48655)  0.16
H (-0.12896, 1.78664, -1.22001)  0.25

## Properties
Net charge: +1
E, Ha: -1650.7721
Energy above the lowest of the compared OMol25 structures with the same formula, charge and spin, kJ/mol: 0.0
Multiplicity: 1
Frontier orbital gap, Ha: 0.447